[1]
{"formula": "C32H52BiGeN14O5", "method": "ωB97M-V/def2-TZVPD", "elements": ["H", "C", "C", "H", "C", "H", "N", "H", "H", "H", "H", "H", "H", "H", "C", "H", "O", "H", "C", "C", "C", "H", "C", "C", "N", "H", "N", "H", "N", "C", "H", "C", "C", "C", "C", "H", "H", "N", "H", "Ge", "H", "C", "H", "N", "C", "H", "H", "H", "C", "H", "H", "C", "C", "C", "N", "C", "H", "C", "N", "H", "H", "H", "H", "H", "N", "H", "O", "H", "H", "N", "H", "H", "H", "C", "H", "H", "N", "H", "C", "H", "C", "N", "H", "O", "C", "N", "N", "H", "H", "C", "O", "Bi", "H", "C", "H", "H", "H", "C", "C", "O", "H", "C", "C", "H", "H"], "xyz": [[-1.38549, -1.37246, 0.21270], [-0.27328, 3.92022, 2.64321], [1.03025, 3.86465, 1.84880], [-2.81057, -0.55889, 4.35992], [1.81299, 3.00304, -3.28867], [2.94905, -2.57812, 3.10039], [0.36957, -0.49925, -3.82464], [2.75113, 0.36847, -3.43713], [-4.76553, -3.59777, -0.63714], [-4.73680, 0.01796, 2.58356], [-1.10433, 3.60801, 2.01443], [4.17646, -3.08834, -1.34923], [-2.92768, 0.97793, 3.50833], [4.26702, 0.67781, -2.56267], [-1.88517, 2.69212, -2.18630], [3.11980, 4.34210, 2.19017], [2.32532, 0.13948, 1.23362], [3.06307, -0.89980, -1.05959], [-1.31035, -0.24386, 2.88838], [-2.75926, -3.53051, -3.79622], [2.81898, 2.27131, -2.40330], [4.58647, 2.79140, -1.26245], [4.51022, -0.42447, 2.16789], [-2.75568, -0.09316, 3.37569], [-2.70114, -4.36637, 0.62993], [-0.67844, 0.06112, 3.72668], [-2.55979, 3.78111, -0.50911], [-1.76745, 1.25828, 1.52421], [-0.21404, 0.43014, -3.01140], [-3.88661, -0.66046, 2.48891], [-5.59129, -2.93523, 0.72732], [-4.41138, -2.05575, 2.87849], [3.09845, -3.01668, -1.42452], [2.51220, -0.05452, 3.63157], [2.98926, -0.59000, 2.27853], [3.41163, 4.10821, -1.41793], [-3.59987, -0.66255, 1.43141], [-1.75813, -0.92920, -0.66011], [1.18873, 2.30284, -3.84081], [2.84330, 1.86118, 0.79363], [-0.18744, 1.13019, 1.86163], [0.94697, -4.03071, -1.75251], [5.01368, -1.07576, 2.88349], [-0.04014, -0.30180, -5.01932], [2.64180, -2.07191, 2.18262], [3.14772, -2.53711, 1.34057], [1.47321, -0.34158, 3.80487], [-2.74801, -4.67570, -0.32841], [-1.11272, -2.71336, -2.19131], [4.80412, 0.60938, 2.36554], [1.84908, 4.70522, 0.03349], [0.30115, -2.78868, -1.71604], [2.18694, 4.29522, 2.75726], [2.47658, -1.78343, -1.28328], [-3.66598, -3.20726, 2.36482], [-1.48462, -3.54436, -3.25303], [-0.73088, -4.17890, -3.69962], [3.88187, 3.27247, -1.94127], [-1.71330, 2.26237, -3.47140], [-0.45289, 4.94125, 2.98590], [0.82370, 5.82823, 0.95429], [3.93509, 1.51617, -4.09042], [0.35612, -4.92191, -1.92494], [2.78515, -5.12347, -1.67057], [-0.89501, 0.73962, -5.07419], [-4.68804, -2.57971, -3.73737], [2.16098, 1.74195, -1.23547], [1.56948, -2.20400, 2.04850], [1.98911, 5.27609, 3.19190], [-4.78665, -3.39804, 0.34801], [4.83920, -0.68544, 1.15796], [2.58503, 1.03679, 3.64841], [-0.20783, 3.26336, 3.51604], [-3.70951, -3.63391, 1.10808], [-2.80108, -3.40234, 2.87829], [-4.40297, -2.14565, 3.96294], [-1.03533, 0.57972, 1.71590], [2.30982, 3.56895, 3.56468], [2.32057, -4.14740, -1.61015], [-3.00298, -4.18903, -4.61975], [-3.34656, -1.78552, -2.26772], [-1.44714, 2.04393, -1.09531], [-2.15274, 2.79023, -4.20647], [-0.71932, -2.12891, 1.51359], [3.48332, 1.13483, -3.17276], [-2.57484, 3.76670, -1.85633], [-1.89261, 2.78675, -0.04861], [-4.06725, -1.06401, -1.89231], [4.43006, 3.65921, -2.80205], [0.94031, 4.79053, 0.63578], [1.23148, 2.51538, 1.41636], [0.31520, 0.47247, -0.81873], [-5.45306, -2.14841, 2.56523], [-0.97327, 1.17381, -3.83420], [2.34161, 3.62151, -4.01575], [-2.50740, -0.28445, -0.44918], [1.17533, 3.64778, -2.67780], [1.10763, -1.70077, -1.39251], [-3.69701, -2.63632, -3.30242], [-1.19704, -2.48230, 3.66691], [3.12093, -0.46289, 4.44000], [-1.02189, -1.73777, 2.68261], [-2.07262, -1.81609, -1.70304], [-1.77812, -4.07648, 0.97184], [0.08143, 4.51528, 0.02014]], "atomic_forces_ev_per_a": [[-0.048, -0.102, 0.113], [0.123, -0.134, -0.051], [0.031, 0.329, 0.006], [-0.045, 0.035, 0.033], [-0.102, -0.090, 0.107], [0.010, 0.000, -0.037], [-0.066, 0.122, -0.063], [0.033, 0.026, -0.042], [0.045, 0.091, -0.048], [-0.040, -0.038, -0.088], [-0.022, 0.021, 0.051], [-0.025, 0.004, 0.025], [-0.054, -0.011, 0.053], [0.002, 0.007, -0.036], [-0.079, -0.002, 0.269], [0.006, 0.061, 0.081], [-0.327, -0.154, -0.610], [0.002, -0.052, -0.013], [-0.070, -0.260, 0.079], [0.032, -0.047, 0.021], [0.356, 0.279, -0.171], [0.043, 0.070, -0.050], [-0.165, 0.140, -0.098], [-0.051, 0.053, -0.006], [0.485, 0.237, 0.094], [0.004, 0.073, -0.016], [0.086, -0.125, 0.016], [0.067, 0.068, 0.121], [-0.193, 0.196, -0.429], [0.208, -0.085, 0.040], [-0.009, -0.016, -0.011], [-0.083, 0.094, -0.098], [-0.051, -0.117, 0.051], [-0.009, 0.076, -0.164], [0.214, -0.028, 0.301], [0.071, -0.006, -0.028], [-0.034, 0.023, 0.037], [0.225, -0.030, -0.094], [0.041, 0.050, -0.010], [0.830, 0.661, 0.082], [-0.092, 0.098, 0.107], [0.097, 0.039, 0.066], [0.001, -0.002, -0.003], [0.046, -0.048, 0.094], [-0.140, 0.182, -0.134], [0.065, -0.065, -0.083], [0.027, 0.051, 0.007], [0.061, 0.064, -0.011], [0.026, -0.026, 0.023], [0.085, -0.079, 0.022], [-0.038, 0.058, 0.030], [-0.206, 0.196, -0.044], [0.000, -0.138, -0.154], [-0.044, 0.374, 0.124], [0.411, 0.220, -0.070], [0.002, 0.003, 0.029], [-0.020, -0.026, 0.028], [-0.083, -0.124, 0.079], [-0.006, 0.100, -0.002], [-0.016, -0.030, 0.017], [0.005, -0.001, -0.045], [-0.002, -0.025, 0.003], [-0.019, 0.014, -0.045], [-0.021, 0.012, 0.008], [-0.006, 0.079, -0.010], [0.034, 0.001, 0.009], [-0.415, -0.447, 0.822], [-0.028, -0.025, 0.019], [0.014, -0.002, -0.010], [0.093, -0.088, 0.000], [0.017, -0.013, 0.050], [-0.004, -0.051, 0.076], [-0.009, 0.032, -0.021], [-0.394, 0.189, 0.321], [0.158, 0.128, -0.030], [-0.048, -0.079, 0.019], [0.332, 0.191, -0.166], [0.002, 0.054, 0.016], [0.024, 0.017, -0.038], [0.016, 0.049, -0.004], [-0.065, 0.086, -0.018], [0.258, 0.088, -0.171], [-0.001, 0.002, 0.004], [-0.281, -0.270, 0.028], [-0.092, -0.050, 0.151], [-0.051, -0.036, -0.046], [-0.167, 0.024, -0.097], [0.048, -0.016, 0.002], [-0.041, -0.004, -0.001], [-0.019, -0.161, 0.026], [-0.285, -0.362, -0.156], [-0.629, -0.018, 0.154], [-0.025, -0.029, 0.074], [0.127, -0.313, 0.036], [-0.016, -0.001, 0.013], [-0.005, 0.036, 0.001], [0.035, 0.018, -0.028], [0.284, -0.808, 0.014], [-0.050, -0.007, -0.014], [-0.159, 0.045, -0.135], [-0.025, -0.001, 0.022], [-0.126, -0.363, -0.282], [-0.062, -0.111, -0.016], [-0.079, -0.086, -0.081], [0.059, 0.041, 0.001]], "lowdin_charge": [0.02, -0.04, -0.70, 0.12, -0.02, 0.09, -0.04, 0.06, 0.11, 0.11, 0.04, 0.11, 0.12, 0.09, -0.47, 0.06, -0.42, 0.08, -0.29, -0.08, -0.68, 0.05, -0.07, -0.13, 0.22, 0.14, -0.06, 0.04, -0.13, -0.15, 0.11, -0.15, -0.07, -0.02, -0.69, 0.07, 0.10, -0.01, 0.06, 1.01, 0.03, -0.04, 0.09, -0.04, -0.02, 0.07, 0.07, 0.12, -0.14, 0.05, 0.06, -0.19, -0.07, -0.13, 0.11, -0.03, 0.12, -0.07, 0.16, 0.09, 0.09, 0.09, 0.11, 0.11, 0.05, 0.11, -0.53, 0.07, 0.09, 0.22, 0.08, 0.07, 0.08, -0.44, 0.13, 0.13, 0.04, 0.08, -0.06, 0.11, -0.06, -0.10, 0.15, -0.08, -0.03, 0.05, -0.09, 0.11, 0.09, -0.03, -0.39, 1.99, 0.11, -0.49, 0.09, 0.07, 0.09, -0.18, -0.09, -0.02, 0.09, -0.64, -0.28, 0.12, 0.06], "homo_ev": [-7.8, -7.8], "s2": 0.7676, "charge": 0, "e_lumo_ev": [-0.100, -2.859], "spin_multiplicity": 2, "gap_ev": [7.731, 4.943], "e_tot_ev": -127483.0831}

---

[2]
{"formula": "C6H7FO", "method": "ωB97M-V/def2-TZVPD", "elements": ["H", "H", "C", "H", "H", "C", "O", "H", "C", "H", "F", "C", "C", "H", "C"], "xyz": [[-1.44581, -0.62476, 1.54247], [-1.10739, -1.61016, -1.09999], [1.42634, 0.14349, 0.20389], [1.00356, 0.24807, 2.26482], [0.10001, -2.33381, -0.02737], [0.74901, -0.02552, 1.32241], [-0.26254, 2.02525, -0.05680], [0.72977, -0.00106, -1.83521], [0.47321, -0.28732, -0.87448], [-1.14796, 2.59309, -0.06190], [2.74683, 0.31653, -0.22762], [-0.64003, 0.64471, -0.41618], [-0.73578, -0.34733, 0.75876], [-1.56126, 0.62286, -1.13994], [-0.32796, -1.36405, -0.35288]], "atomic_forces_ev_per_a": [[-0.319, 0.682, -0.449], [-0.141, 0.148, 0.641], [1.908, -2.240, -1.369], [0.571, 0.433, 2.742], [0.208, 0.694, -0.159], [-0.792, -0.094, -1.942], [-3.513, 0.418, -0.955], [0.990, -0.647, -2.213], [1.120, 3.900, -0.015], [2.855, -1.903, -0.065], [-1.894, 0.250, 1.583], [-3.239, 2.476, -0.027], [2.349, -0.858, 0.347], [1.559, 0.211, 1.276], [-1.663, -3.470, 0.605]], "nbo_charge": [0.23, 0.21, 0.44, 0.22, 0.22, -0.29, -0.73, 0.23, -0.35, 0.48, -0.33, 0.14, -0.25, 0.18, -0.38], "homo_ev": -9.0, "charge": 0, "e_lumo_ev": 0.752, "spin_multiplicity": 1, "gap_ev": 9.728, "e_tot_ev": -11096.4407}

---

[3]
{"formula": "C3H5N2OS", "method": "ωB97M-V/def2-TZVPD", "elements": ["H", "H", "H", "H", "C", "S", "C", "N", "N", "C", "O", "H"], "xyz": [[2.10218, -1.78073, 0.08996], [-2.45581, -1.21938, 0.68317], [0.70960, 2.20929, -1.26235], [-0.41733, 1.19616, -0.23022], [0.52634, 1.26332, -0.85480], [-0.18330, -1.90713, 0.27497], [1.20582, -1.00769, -0.06128], [-1.51701, -0.75863, 0.55916], [-1.39715, 0.51480, 1.02783], [1.39573, 0.24704, -0.67298], [-2.39540, 0.90456, 1.56592], [2.42633, 0.33839, -1.11939]], "atomic_forces_ev_per_a": [[-1.816, 1.901, -0.588], [1.041, 0.478, -0.046], [0.668, 0.888, -1.187], [1.455, 0.467, -1.473], [-1.814, -1.410, 2.748], [-0.398, 2.344, 1.029], [-0.128, -2.560, -0.021], [0.024, -2.430, -0.936], [-1.063, 0.173, 1.742], [2.278, 0.565, -1.177], [0.795, -0.397, -0.749], [-1.041, -0.018, 0.659]], "nbo_charge": [0.31, 0.44, 0.24, 0.22, -0.09, 0.80, -0.23, -0.60, 0.23, -0.36, -0.23, 0.27], "homo_ev": [-14.6, -14.6], "charge": 1, "e_lumo_ev": [-7.026, -7.027], "spin_multiplicity": 1, "gap_ev": [7.561, 7.560], "e_tot_ev": -19042.1585}

---

[4]
{"formula": "C4H10OS", "method": "ωB97M-V/def2-TZVPD", "elements": ["H", "H", "H", "S", "O", "H", "H", "H", "C", "C", "H", "H", "C", "H", "H", "C"], "xyz": [[-2.08277, -2.30924, -1.58018], [-0.90949, 0.35886, 2.25654], [1.53163, 1.62829, -0.23418], [1.20256, 1.53969, 2.18190], [0.75479, -0.75728, -1.96748], [-0.74415, 1.28045, 0.77398], [-1.55520, -1.19961, -0.34372], [-0.56751, -2.63615, -0.65528], [-1.18294, -1.87006, -1.13186], [-0.55535, 1.30236, 1.84637], [-1.09475, 2.13045, 2.29038], [1.70919, 0.00492, 0.38563], [1.89654, 1.05540, 0.61919], [-0.97749, -0.65682, -2.97574], [2.98065, 1.16710, 0.64204], [-0.40571, -1.03835, -2.10759]], "atomic_forces_ev_per_a": [[0.317, -0.001, -0.037], [-0.040, -0.001, 0.111], [-0.109, 0.210, 0.185], [0.000, 0.297, 0.252], [0.032, -0.017, -0.073], [0.079, 0.196, -0.035], [0.151, -0.048, -0.076], [-0.004, 0.141, -0.122], [-0.503, -0.055, 0.262], [0.039, -0.258, -0.089], [-0.175, 0.033, 0.044], [-0.062, 0.039, 0.128], [0.316, -0.654, -0.822], [0.043, 0.055, -0.022], [-0.036, 0.141, 0.229], [-0.048, -0.078, 0.066]], "nbo_charge": [0.22, 0.21, 0.21, 0.19, -0.52, 0.21, 0.24, 0.24, -0.73, -0.75, 0.23, 0.22, -0.76, 0.10, 0.23, 0.44], "homo_ev": -8.3, "charge": 0, "e_lumo_ev": 0.889, "spin_multiplicity": 1, "gap_ev": 9.192, "e_tot_ev": -17192.1853}

---

Short version: energy relative to the best compared isomer or geometry (same formula, charge and spin) = 177.4 346.4 495.6 61.8 kJ/mol, in the order given.